No. 1
13
Properties=species:S:1:pos:R:3 method="wB97M-V/def2-TZVPD" smiles="CN1CC(=O)C1" homo_lumo_gap_ev=9.158 total_energy_ev=-7797.34851
C -1.711 -0.191 -0.219
N -0.304 -0.030 -0.053
C 0.516 1.151 0.092
C 1.673 0.169 0.352
O 2.799 0.276 0.747
C 0.755 -1.009 -0.016
H -2.003 -0.568 -1.213
H -2.130 -0.881 0.529
H -2.194 0.780 -0.070
H 0.663 1.757 -0.819
H 0.260 1.830 0.919
H 0.664 -1.808 0.736
H 1.012 -1.477 -0.983

---

No. 2
45
Properties=species:S:1:pos:R:3 method="wB97M-V/def2-TZVPD" smiles="N#Cc1ccc(C2=NC(C(F)(F)F)(C(F)(F)F)c3c(n(Cc4ccco4)c(=O)[nH]c3=O)N2)cc1" homo_lumo_gap_ev=8.505 total_energy_ev=-50815.38436
N -5.725 -3.701 -4.073
O 1.212 2.281 3.644
O 3.058 3.703 0.055
F -2.132 1.851 3.154
F -2.521 -0.183 3.830
F -0.792 1.001 4.603
F 1.322 -0.577 3.490
F 0.895 -1.526 1.681
F -0.433 -1.901 3.353
C -4.887 -3.113 -3.450
N -1.588 -0.340 1.195
O 2.381 -0.588 -1.366
C 1.140 2.289 2.449
C 2.169 3.035 0.521
C -1.398 -0.119 -0.036
C 3.369 -1.551 -1.257
C 4.577 -0.934 -1.267
C 4.259 0.528 -1.336
C 0.508 1.387 0.317
C 2.925 0.669 -1.449
C 0.334 1.304 1.659
C -2.873 -1.818 -3.040
C -4.429 -2.144 -1.185
C -2.035 -1.070 -2.179
C -3.481 -1.562 -0.342
C -4.118 -2.243 -2.582
C -2.384 -0.849 -0.792
N 1.882 3.219 1.802
N -0.240 0.577 -0.513
N 1.443 2.190 -0.291
C 1.988 1.811 -1.649
C -1.500 0.707 3.518
C 0.302 -0.952 2.733
C -0.622 0.239 2.258
H 3.122 -2.601 -1.145
H 5.493 -1.472 -1.070
H 4.902 1.427 -1.391
H -2.545 -2.028 -4.038
H -5.212 -2.774 -0.777
H -1.181 -0.610 -2.614
H -3.823 -1.449 0.723
H 2.554 3.756 2.377
H 0.348 -0.058 -1.043
H 2.521 2.674 -2.153
H 1.215 1.514 -2.322